[1]
# C36H32BrN5O5RuS

A molecular structure, C36H32BrN5O5RuS (ωB97M-V/def2-TZVPD, OMol25).

```
81
Properties=species:S:1:pos:R:3:forces:R:3
Ru 0.5652 1.0344 0.6056 0.05 -0.10 -0.67
O 0.4462 4.7472 -0.8731 -0.01 -0.02 -0.07
C 0.7084 3.7043 -0.3380 -0.14 -0.04 0.15
O -0.1675 2.8113 0.0659 0.01 0.16 0.01
C 2.1362 3.3345 0.0000 -0.02 0.21 -0.19
C 3.1901 4.1204 -0.4773 0.18 -0.01 0.06
C 4.4647 3.7895 -0.1072 -0.14 -0.04 0.01
C 4.6750 2.7267 0.8025 -0.03 0.03 -0.01
C 5.9533 2.4101 1.3236 -0.01 0.01 -0.01
C 6.0913 1.4476 2.2805 -0.02 0.02 -0.02
C 4.9562 0.7553 2.7578 0.00 0.00 -0.01
C 3.7166 1.0102 2.2462 -0.02 -0.02 0.00
C 3.5541 1.9942 1.2498 0.17 -0.10 0.22
N 2.3051 2.2828 0.7790 -0.24 -0.04 -0.01
H 2.9503 4.9549 -1.1195 0.01 0.01 0.00
H 5.3155 4.3511 -0.4725 0.00 0.01 0.01
H 6.8103 2.9678 0.9685 0.01 0.00 0.00
H 7.0662 1.2255 2.6922 0.00 0.00 0.00
H 5.0734 0.0153 3.5391 0.01 0.00 0.00
H 2.8419 0.4815 2.6015 0.01 0.03 -0.02
C 0.9068 -1.6169 3.5075 -0.06 -0.10 0.01
O 0.1079 -0.6735 2.7996 0.12 -0.07 0.24
C -1.1749 -1.0096 2.5266 -0.02 0.29 -0.10
C -1.7739 -2.2250 2.7965 -0.07 -0.02 0.03
C -3.1198 -2.3921 2.4741 0.02 -0.04 0.03
Br -3.9339 -4.0540 2.8472 0.02 0.02 -0.02
C -3.8618 -1.3894 1.8929 -0.05 0.00 0.02
C -3.2496 -0.1736 1.5788 0.03 0.06 -0.01
C -1.9175 -0.0022 1.9008 -0.01 -0.20 -0.09
O -1.2281 1.1799 1.6103 -0.02 -0.09 0.38
C -4.0368 0.8845 0.9268 -0.02 0.03 -0.09
N -5.2846 1.1248 1.1770 -0.03 -0.07 0.03
C -5.6270 2.1841 0.3457 0.04 0.05 -0.05
C -6.8486 2.8385 0.1969 -0.02 0.01 -0.01
C -6.9161 3.8585 -0.7291 -0.01 -0.01 0.01
C -5.7996 4.2328 -1.4944 0.03 -0.01 0.00
C -4.5790 3.6026 -1.3528 0.01 0.03 -0.01
C -4.5218 2.5781 -0.4164 -0.06 -0.03 0.04
N -3.4856 1.7484 -0.0073 0.08 0.02 0.12
H 0.4181 -1.9160 4.4359 0.00 0.00 -0.01
H 1.8389 -1.1131 3.7455 -0.01 -0.01 -0.03
H 1.1090 -2.4934 2.8888 0.00 0.00 0.00
H -1.2279 -3.0324 3.2604 0.02 0.01 0.00
H -4.9097 -1.5209 1.6646 0.00 0.01 0.00
H -1.8222 1.8612 1.2314 0.05 0.12 0.04
H -7.7063 2.5474 0.7874 0.01 -0.01 0.01
H -7.8487 4.3873 -0.8725 0.00 0.00 0.00
H -5.8972 5.0402 -2.2075 0.00 0.00 0.00
H -3.7150 3.9007 -1.9318 0.00 0.00 0.00
H -2.6572 1.5490 -0.5521 -0.08 -0.02 -0.12
C -3.0200 -1.2679 -3.0052 -0.03 0.01 -0.01
C -2.6336 -1.8058 -1.6378 0.02 -0.03 0.08
N -1.2292 -2.2344 -1.5427 -0.10 0.02 0.03
C -0.9764 -3.6864 -1.6231 0.04 0.03 0.04
C -1.6195 -4.3374 -2.8344 0.02 -0.02 -0.03
C -0.2453 -1.3839 -1.3003 0.03 -0.29 -0.07
S -0.5972 0.3296 -1.2197 0.12 0.13 -0.01
N 1.0060 -1.8439 -1.2690 -0.14 -0.03 -0.10
C 1.9849 -1.3173 -0.5942 0.01 0.20 0.28
O 1.8561 -0.5062 0.4121 0.24 -0.12 -0.05
C 3.3635 -1.7151 -0.9523 0.05 -0.03 0.00
C 4.3954 -1.5748 -0.0281 -0.02 0.04 0.01
C 5.6880 -1.9313 -0.3721 0.00 -0.01 -0.02
C 5.9570 -2.4167 -1.6450 0.01 0.00 0.02
C 4.9311 -2.5567 -2.5700 0.00 -0.01 -0.01
C 3.6346 -2.2171 -2.2236 -0.03 -0.01 0.01
H -4.0483 -0.9064 -2.9736 0.00 -0.01 0.00
H -2.9528 -2.0363 -3.7729 0.01 0.00 -0.01
H -2.3810 -0.4344 -3.2974 0.00 0.01 0.00
H -3.2366 -2.6730 -1.3703 -0.01 0.00 -0.03
H -2.8099 -1.0607 -0.8649 0.01 0.03 -0.01
H -1.3462 -4.1286 -0.6934 -0.03 -0.02 -0.03
H 0.0993 -3.8247 -1.6511 0.01 0.01 0.03
H -2.7078 -4.2970 -2.8122 0.00 0.02 0.00
H -1.3342 -5.3887 -2.8567 0.00 0.00 0.01
H -1.2694 -3.8761 -3.7579 0.00 0.00 0.00
H 4.1776 -1.1931 0.9584 0.00 0.00 -0.02
H 6.4860 -1.8320 0.3519 0.01 0.00 0.00
H 6.9680 -2.6907 -1.9164 0.00 0.00 0.00
H 5.1440 -2.9339 -3.5611 -0.01 0.00 0.00
H 2.8256 -2.3294 -2.9325 0.01 0.00 -0.01
```
Forces are in eV/Å.

Computed properties:
**LUMO (alpha / beta)**: -4.3500 / -4.1547 eV
**Multiplicity**: 2
**ΔE to the lowest compared entry with this formula, charge and spin**: 55.0 kcal/mol
**⟨S²⟩**: 0.830
**Highest occupied orbital energy (alpha / beta)**: -10.698 / -10.698 eV
**Total charge**: +1

=====

[2]
# C36H32GaN6OS2

A molecular structure, C36H32GaN6OS2 at a distorted geometry (ωB97M-V/def2-TZVPD, OMol25).

```
78
Properties=species:S:1:pos:R:3:forces:R:3
Ga 9.8347 13.9133 9.4206 0.27 0.53 0.00
C 9.3308 10.2034 9.0396 0.30 -0.20 0.05
N 8.8442 11.5866 8.9439 -0.50 0.01 -0.08
C 8.3643 11.8797 7.6038 -0.10 0.17 -0.12
C 9.5802 12.1757 6.6974 -0.71 -0.22 0.07
N 10.6709 12.9113 7.3808 0.15 0.29 0.31
C 11.7877 12.0425 7.7553 0.17 -0.21 0.24
C 11.0661 14.0512 6.6092 0.20 0.57 -0.20
C 12.1815 14.0663 5.7857 0.05 -0.24 0.03
C 12.5307 15.2090 5.0880 0.17 0.08 -0.04
C 11.7752 16.3619 5.2180 0.05 0.04 -0.06
C 10.6576 16.3580 6.0313 -0.03 0.04 -0.02
C 10.2874 15.2087 6.7182 -0.18 -0.19 0.01
S 8.8386 15.2118 7.7110 -0.02 -0.46 0.36
C 7.9442 11.7637 10.0443 -0.10 0.03 0.26
C 6.5990 11.4278 10.0099 0.02 0.08 -0.10
C 5.8551 11.4336 11.1787 -0.20 0.00 -0.10
C 6.4453 11.7686 12.3845 0.05 0.05 0.16
C 7.7778 12.1460 12.4248 -0.11 -0.05 -0.06
C 8.5249 12.1586 11.2563 0.32 -0.03 -0.02
S 10.2286 12.6733 11.2997 0.09 0.11 -0.39
H 8.4859 9.5049 8.9681 0.09 0.06 -0.02
H 9.8265 10.0584 10.0008 0.02 0.00 -0.10
H 10.0356 9.9812 8.2381 -0.04 0.00 0.04
H 7.7062 12.7543 7.6558 0.17 -0.24 -0.09
H 7.7994 11.0443 7.1661 0.01 0.07 0.02
H 9.2325 12.7534 5.8351 0.10 -0.07 0.18
H 9.9790 11.2302 6.3149 0.09 0.12 0.00
H 12.0603 11.3424 6.9582 0.01 0.06 0.03
H 11.5242 11.4802 8.6515 0.01 0.00 -0.10
H 12.6551 12.6561 7.9943 0.00 -0.04 -0.04
H 12.7795 13.1741 5.6636 0.04 -0.04 0.03
H 13.4016 15.1927 4.4494 0.03 0.01 -0.05
H 12.0513 17.2631 4.6863 0.00 -0.02 -0.02
H 10.0513 17.2460 6.1344 -0.05 0.07 0.03
H 6.1320 11.1502 9.0748 0.00 -0.08 -0.07
H 4.8148 11.1477 11.1455 -0.10 0.01 0.00
H 5.8689 11.7462 13.2986 -0.04 -0.01 0.02
H 8.2517 12.4303 13.3517 0.00 0.05 0.10
C 10.6490 27.5134 9.3501 0.24 0.20 0.00
O 9.5349 26.6480 9.2818 -0.23 -0.21 -0.02
C 9.7197 25.3209 9.4163 -0.03 -0.33 0.09
C 10.9625 24.6862 9.4658 0.03 0.43 -0.09
C 11.0311 23.3185 9.6419 -0.37 -0.28 0.05
C 9.8746 22.5508 9.7763 0.20 0.81 -0.11
C 8.6308 23.1910 9.7189 0.17 -0.12 -0.04
C 8.5539 24.5474 9.5259 0.15 0.26 -0.01
C 9.9307 21.1239 9.9483 -0.07 -0.64 0.10
N 8.9219 20.3684 10.3344 -0.17 0.45 0.05
C 9.3783 19.0973 10.3143 1.38 -0.02 -0.50
C 10.7185 19.0683 9.8969 -1.11 -0.09 0.45
N 11.0504 20.3737 9.6828 0.06 0.28 0.00
C 11.4540 17.8757 9.7487 0.02 -0.68 -0.07
C 12.8100 17.7881 9.3975 -0.08 -0.32 0.07
C 13.3972 16.5491 9.2893 -0.02 0.17 -0.05
C 12.6031 15.4116 9.4314 0.07 -0.15 0.05
N 11.3193 15.4722 9.7342 -0.14 -0.49 -0.19
C 10.7417 16.6644 9.9582 0.40 0.73 -0.10
C 9.3812 16.6817 10.4208 -0.54 0.42 0.29
N 8.7955 15.4907 10.6498 -0.04 -0.18 -0.22
C 7.5613 15.4551 11.1108 -0.01 -0.22 0.08
C 6.8180 16.6077 11.3679 0.01 0.36 0.00
C 7.3767 17.8387 11.1076 -0.06 -0.32 0.03
C 8.6914 17.8951 10.6282 0.19 -0.61 -0.03
H 10.2306 28.5186 9.3803 0.11 -0.08 -0.02
H 11.2954 27.4162 8.4708 -0.08 -0.04 0.08
H 11.2353 27.3390 10.2587 -0.06 -0.01 -0.08
H 11.8800 25.2470 9.3605 -0.02 0.07 0.04
H 12.0054 22.8517 9.7002 0.09 0.04 0.00
H 7.7362 22.5945 9.8225 -0.05 0.01 -0.02
H 7.6006 25.0496 9.4605 -0.07 0.04 0.04
H 11.9358 20.7280 9.3513 -0.25 -0.04 0.03
H 13.3880 18.6858 9.2326 0.08 0.04 0.01
H 14.4510 16.4473 9.0773 0.00 -0.04 -0.07
H 13.0182 14.4185 9.3171 0.05 0.04 -0.08
H 7.1404 14.4717 11.2914 -0.01 0.05 -0.07
H 5.8138 16.5140 11.7539 -0.03 0.02 -0.01
H 6.8372 18.7614 11.2597 -0.07 0.05 0.04
```
Forces are in eV/Å.

Computed properties:
**LUMO**: -3.1580 eV
**ΔE to the lowest compared entry with this formula, charge and spin**: 0.0 kcal/mol
**Highest occupied orbital energy**: -9.968 eV
**Total charge**: +1

=====

[3]
# C36H32IN4O4Rh

A molecular structure, C36H32IN4O4Rh at a distorted geometry (ωB97M-V/def2-TZVPD, OMol25).

```
78
Properties=species:S:1:pos:R:3:forces:R:3
Rh -1.2082 0.6550 -0.8371 -1.49 -0.13 0.92
I 0.0442 -0.6234 -2.7780 -0.20 -0.41 -0.47
C -1.4033 0.0210 -4.1364 -0.06 0.05 -0.01
C -1.2901 -0.3376 -5.4500 -0.02 -0.01 -0.07
C -2.2388 0.1218 -6.3885 0.04 -0.04 0.02
C -3.2627 0.9189 -5.9718 -0.02 0.05 0.05
C -3.3961 1.2985 -4.6101 -0.02 0.01 -0.04
C -4.4653 2.1273 -4.2020 0.01 -0.06 -0.08
C -4.5618 2.4905 -2.8911 0.07 -0.04 0.13
C -3.6254 2.0401 -1.9367 -0.14 0.11 -0.13
C -2.5505 1.2284 -2.2483 0.18 0.13 -0.18
C -2.4444 0.8548 -3.6437 -0.05 -0.01 0.12
H -0.4698 -0.9679 -5.7716 -0.01 -0.01 -0.01
H -2.1482 -0.1623 -7.4308 0.01 0.01 -0.01
H -3.9947 1.2931 -6.6805 -0.02 -0.03 0.00
H -5.1981 2.4436 -4.9375 0.03 0.06 -0.01
H -5.3684 3.1397 -2.5653 -0.03 -0.04 0.01
H -3.7801 2.3446 -0.9125 0.06 0.00 0.05
O 2.1145 2.7581 -0.2674 0.16 0.04 -0.10
C 1.2324 1.9124 -0.3081 0.24 0.82 -0.34
O 0.3013 1.8814 -1.2077 1.21 1.19 -0.24
C 1.2123 0.7678 0.7134 -0.43 -0.63 0.16
O 2.1325 0.5912 1.5006 0.32 0.14 0.18
O 0.2023 -0.0046 0.5793 -0.15 -0.16 0.52
N 5.9062 -3.1594 1.8161 0.13 -0.07 0.07
C 7.2410 -3.3508 2.0932 -0.05 -0.04 0.05
C 7.9206 -4.2718 2.8841 -0.07 0.05 -0.03
C 9.3000 -4.1877 2.8941 0.11 0.06 -0.05
C 9.9783 -3.2144 2.1411 -0.03 -0.08 0.08
C 9.2932 -2.2992 1.3652 -0.01 0.03 -0.02
C 7.9021 -2.3689 1.3405 -0.11 0.09 -0.12
N 6.9844 -1.6136 0.6249 0.20 -0.11 0.09
C 5.8197 -2.1177 0.9279 -0.47 0.16 -0.19
C 4.5250 -1.7240 0.3262 0.33 -0.11 0.15
C 4.4707 -0.6827 -0.5842 -0.05 0.08 -0.08
C 3.2727 -0.4457 -1.2454 0.06 -0.14 0.09
N 2.1801 -1.1774 -1.0487 0.37 -0.14 -0.09
C 2.2110 -2.1196 -0.1143 0.07 0.03 0.07
C 3.3573 -2.4265 0.5988 -0.14 0.00 -0.05
H 5.1330 -3.6900 2.1721 0.00 0.02 0.01
H 7.3996 -5.0245 3.4620 -0.01 0.00 0.00
H 9.8686 -4.8901 3.4904 0.01 0.01 0.00
H 11.0603 -3.1864 2.1681 0.01 0.00 0.02
H 9.8115 -1.5504 0.7807 -0.01 0.01 0.00
H 5.3441 -0.0736 -0.7676 -0.01 -0.03 -0.05
H 3.1803 0.3621 -1.9637 0.02 0.00 0.02
H 1.2777 -2.6372 0.0743 0.01 0.03 0.01
H 3.3090 -3.1973 1.3578 -0.02 -0.04 -0.05
C -1.0926 2.8276 2.6564 0.00 0.05 0.00
C -2.3964 3.4053 2.0888 0.07 -0.19 -0.11
C -2.1453 4.0169 0.7066 -0.04 0.03 -0.01
C -3.5002 2.3650 2.1405 -0.19 0.10 0.19
C -4.5794 2.5706 2.9768 -0.01 0.03 -0.08
C -5.5816 1.6213 3.1779 0.00 0.03 0.04
C -5.4302 0.3950 2.5374 0.10 -0.04 -0.01
C -4.3767 0.1023 1.6888 -0.26 -0.10 0.12
C -4.3060 -1.2871 1.0823 0.14 0.15 -0.10
C -2.9665 -1.9895 1.3303 0.00 -0.10 0.04
C -4.6607 -1.2951 -0.4101 0.02 -0.03 -0.01
C -3.4008 1.1249 1.3974 0.47 0.65 -0.20
N -2.4619 0.9421 0.5108 -0.20 -1.50 -0.47
H -0.2686 3.5394 2.5623 0.01 0.03 0.02
H -0.8093 1.9227 2.1184 -0.03 -0.01 0.01
H -1.2158 2.5701 3.7112 0.01 -0.02 0.00
H -2.7236 4.2178 2.7489 0.02 0.02 0.02
H -1.7368 3.2889 0.0067 -0.02 0.00 0.03
H -1.4180 4.8298 0.7868 -0.01 0.04 0.01
H -3.0705 4.4156 0.2813 0.01 0.02 0.00
H -4.6408 3.5250 3.4956 0.03 0.00 0.04
H -6.4182 1.8142 3.8379 -0.01 0.00 0.00
H -6.1646 -0.3883 2.7148 0.00 -0.02 -0.01
H -5.0717 -1.8731 1.6052 -0.05 0.01 -0.02
H -2.1374 -1.4640 0.8594 -0.05 0.02 0.01
H -2.9974 -3.0093 0.9298 -0.02 -0.02 0.02
H -2.7554 -2.0436 2.4011 -0.01 -0.02 0.02
H -3.8768 -0.8149 -0.9963 -0.02 0.01 0.03
H -5.5927 -0.7531 -0.5862 -0.02 -0.01 -0.01
H -4.7836 -2.3220 -0.7725 0.02 -0.01 0.00
```
Forces are in eV/Å.

Computed properties:
**LUMO (alpha / beta)**: 3.5878 / 3.5878 eV
**Highest occupied orbital energy (alpha / beta)**: -0.564 / -0.431 eV
**Total charge**: -2

=====

What is the formula in the third record?
C36H32IN4O4Rh